Computed, not measured: a structure of composition C36H44ClGeMoN4PS3, with ωB97M-V/def2-TZVPD.

Calculated values
HOMO-LUMO gap (spin up / spin down) in eV: 7.714 / 6.725
Multiplicity: 3
Electronic energy in a.u.: -5757.8894
<S²>: 2.1462
Energy relative to the best compared isomer or geometry (same formula, charge and spin) in eV: 0.415
Net charge: +2

Last column: Mulliken charge in e.
Geometry (Å):
Mo1 -0.52222 0.64247 -0.07835  -2.628
C1 2.84727 3.33914 0.83764  -0.892
C2 3.07626 1.92101 0.33320  -1.253
S1 1.84892 1.26629 -0.82082  0.633
C3 1.73512 2.50889 -2.12006  -1.242
C4 0.76138 3.67303 -1.92076  -1.147
S2 -0.72555 3.26406 -0.96363  0.326
C5 -0.79124 4.60171 0.26893  -0.842
C6 0.48884 4.92120 1.04502  -1.139
S3 1.31748 3.50395 1.79542  0.126
H1 2.83707 4.05002 0.01440  0.415
H2 3.67852 3.61179 1.48540  0.593
H3 3.08993 1.20029 1.15125  0.362
H4 4.03204 1.83804 -0.18714  0.590
H5 1.46188 1.93236 -3.00039  0.266
H6 2.74759 2.88265 -2.28383  0.790
H7 0.42955 4.03514 -2.89130  0.646
H8 1.23550 4.50214 -1.40836  0.447
H9 -1.58421 4.29139 0.95078  0.255
H10 -1.14141 5.49460 -0.25036  0.635
H11 0.22119 5.59794 1.85619  0.551
H12 1.20940 5.46081 0.43434  0.523
Cl1 -4.90794 -3.01864 -0.21286  -0.158
C7 -4.43655 -1.37623 -0.33002  -0.269
C8 -5.34458 -0.38159 -0.64201  -0.323
C9 -4.88906 0.92533 -0.71072  -0.943
C10 -3.55799 1.19382 -0.47260  -0.448
N1 -2.66912 0.22067 -0.17379  0.682
C11 -3.11662 -1.04891 -0.11240  -0.650
H13 -6.38307 -0.62929 -0.82856  0.507
H14 -5.56315 1.73707 -0.94984  0.509
H15 -3.18866 2.20637 -0.51180  0.371
H16 -2.38862 -1.81451 0.10863  0.564
C12 -0.53147 -0.38607 5.27981  -0.951
N2 -1.44342 -1.12203 4.39673  0.207
C13 -2.79131 -0.56196 4.53144  -0.899
N3 -2.85239 0.88156 4.27214  0.166
C14 -1.90444 1.55733 5.16374  -1.003
N4 -0.53386 1.05804 5.02966  0.178
C15 0.06042 1.42312 3.75933  -1.192
P1 -0.89618 0.64096 2.33843  3.336
C16 -0.97867 -1.10582 3.02252  -1.568
C17 -2.60798 1.19661 2.87578  -1.314
H17 0.48073 -0.77290 5.16041  0.388
H18 -0.84399 -0.55043 6.30912  0.325
H19 -3.12838 -0.73334 5.55114  0.298
H20 -3.46929 -1.08144 3.85293  0.409
H21 -2.22683 1.39004 6.18976  0.316
H22 -1.92146 2.62960 4.96723  0.387
H23 1.10067 1.10021 3.70514  0.343
H24 0.04373 2.50314 3.63769  0.431
H25 0.01819 -1.54215 2.96112  0.504
H26 -1.64020 -1.70169 2.39354  0.469
H27 -3.35668 0.70894 2.25715  0.567
H28 -2.69588 2.27339 2.71782  0.340
C18 0.13487 -1.17075 0.02041  0.426
Ge1 1.05667 -1.95116 -1.57740  2.687
C19 0.53495 -3.78137 -1.81478  0.214
C20 -0.81610 -4.12489 -1.93819  -0.368
C21 -1.19402 -5.45242 -2.08393  -0.783
C22 -0.22241 -6.44700 -2.10727  -0.490
C23 1.12131 -6.11835 -1.98859  -0.712
C24 1.50304 -4.78818 -1.83974  -0.700
C25 2.96244 -1.81250 -1.28941  0.232
C26 3.83344 -1.37864 -2.29205  -0.028
C27 5.19866 -1.27760 -2.04649  -0.726
C28 5.70653 -1.60561 -0.79257  -0.564
C29 4.85132 -2.04229 0.21108  -0.805
C30 3.48499 -2.14686 -0.03825  -0.260
C31 0.43722 -0.79853 -3.03953  -0.216
C32 0.86172 -0.87567 -4.36695  -0.574
C33 0.33356 -0.02146 -5.33198  -0.954
C34 -0.64630 0.91375 -5.00452  -0.739
C35 -1.10905 0.99944 -3.69932  -0.305
C36 -0.54375 0.14994 -2.75621  1.064
H29 0.23127 -1.85803 0.86862  0.244
H30 -1.58236 -3.35244 -1.93972  0.337
H31 -2.24142 -5.71390 -2.18616  0.419
H32 -0.51611 -7.48275 -2.22168  0.409
H33 1.87420 -6.89705 -2.01336  0.416
H34 2.55465 -4.54076 -1.74675  0.349
H35 3.45456 -1.11024 -3.27299  0.246
H36 5.86880 -0.95221 -2.83506  0.437
H37 6.77049 -1.53314 -0.60332  0.421
H38 5.24872 -2.31605 1.18204  0.434
H39 2.83133 -2.50721 0.75210  0.435
H40 1.60117 -1.61285 -4.66233  0.577
H41 0.67528 -0.09731 -6.35711  0.467
H42 -1.06229 1.55589 -5.77146  0.463
H43 -1.88869 1.70165 -3.43114  0.511
H44 -0.99803 0.08845 -1.77026  -0.154

Computed, not measured: a cluster of 7 separate species, C36H42BrClF48NO9P2 in total, with ωB97M-V/def2-TZVPD.

Calculated values
HOMO-LUMO gap in eV: 5.945
Electronic energy in a.u.: -10639.4887
Net charge: -1

Last column: Mulliken charge in e.
Geometry (Å):
C1 6.55899 -5.17926 -1.21477  -1.111
C2 7.39408 -4.56359 -2.30674  -0.688
C3 6.56440 -4.14306 -3.49137  -0.459
Cl1 7.62168 -4.11856 -4.95291  -0.225
P1 5.35346 -2.63957 -3.20296  1.364
N1 5.59713 -1.87152 -4.82861  -0.912
C4 3.98385 -1.33120 -2.67094  -0.967
C5 2.81846 -2.04233 -2.03902  0.747
C6 1.80460 -2.53781 -2.99956  -1.568
Br1 1.87369 -0.70623 -0.88647  -0.324
P2 7.01296 -1.28508 -2.45198  0.296
O1 8.36446 -1.46200 -2.97636  -0.755
O2 7.10762 -1.47810 -0.83595  -0.557
O3 6.64304 0.30140 -2.65445  -0.211
H1 6.16617 -4.37588 -0.63603  0.216
H2 7.14995 -5.76970 -0.54913  0.509
H3 5.71971 -5.70334 -1.60661  0.219
H4 8.04433 -3.80841 -1.92777  0.260
H5 8.03364 -5.34351 -2.66264  0.504
H6 5.91653 -4.95897 -3.69438  0.483
H7 5.12260 -3.19873 -1.87859  -0.500
H8 4.28197 -3.44661 -3.78715  -0.351
H9 5.53000 -0.87485 -4.74394  0.200
H10 4.83119 -2.14869 -5.42053  0.315
H11 3.59509 -0.80490 -3.51224  0.278
H12 4.35136 -0.67030 -1.91400  0.414
H13 3.13778 -2.79106 -1.35593  -0.035
H14 1.06055 -3.08096 -2.45832  0.421
H15 1.29756 -1.74428 -3.49908  0.425
H16 2.22111 -3.21063 -3.71171  0.419
H17 6.22293 -1.47505 -0.46619  0.363
H18 7.26073 0.59798 -3.31873  0.245
C7 5.97624 4.79690 -1.33859  -0.910
C8 4.66967 4.08829 -1.73348  0.914
C9 4.69138 3.21735 -2.98889  0.514
F1 4.98190 3.94329 -4.09802  -0.218
F2 3.46582 2.67983 -3.17421  -0.242
F3 3.67195 5.00326 -1.81314  -0.287
F4 4.36824 3.25464 -0.70578  -0.296
O4 6.12468 6.15795 -1.71428  -0.419
C10 6.59972 6.50547 -2.94245  0.805
C11 5.53801 7.25061 -3.74904  0.294
F5 4.43275 6.49703 -3.90368  -0.246
F6 6.02878 7.53107 -4.97708  -0.278
F7 7.08672 5.45239 -3.61305  -0.282
F8 7.62094 7.36834 -2.74948  -0.312
H19 5.96024 4.83096 -0.25262  0.434
H20 6.85017 4.20826 -1.60945  0.390
H21 5.41553 2.40498 -2.88958  -0.054
H22 5.26145 8.18059 -3.24929  0.256
C12 0.49598 1.67674 2.86828  -0.886
C13 -0.09466 1.34649 1.48607  1.084
C14 -1.39462 2.05085 1.09295  -0.019
F9 -2.40454 1.74091 1.93716  -0.222
F10 -1.75350 1.64928 -0.14631  -0.247
F11 -0.23024 0.01406 1.36683  -0.238
F12 0.83176 1.74787 0.58191  -0.312
O5 0.23212 0.77610 3.93197  -0.384
C15 -0.90136 0.87237 4.67486  0.783
C16 -1.78129 -0.36462 4.50361  0.200
F13 -2.12439 -0.54090 3.22074  -0.220
F14 -2.92220 -0.18907 5.22705  -0.328
F15 -1.58001 2.00460 4.42061  -0.283
F16 -0.53098 0.91134 5.97286  -0.314
H23 1.57220 1.60793 2.73380  0.436
H24 0.29181 2.70552 3.15975  0.322
H25 -1.25532 3.13566 1.08092  0.267
H26 -1.26129 -1.25603 4.85688  0.268
C17 2.99413 -8.46849 0.13957  -0.731
C18 1.72410 -9.27521 0.45953  0.887
C19 0.66829 -9.40682 -0.63939  0.078
F17 0.16999 -8.20995 -0.99711  -0.196
F18 -0.35663 -10.16155 -0.16651  -0.281
F19 1.15645 -8.79964 1.58666  -0.270
F20 2.13791 -10.54934 0.72045  -0.337
O6 3.04931 -7.12895 0.57396  -0.367
C20 2.51682 -6.12001 -0.18587  0.729
C21 1.35727 -5.42958 0.52937  0.189
F21 0.38631 -6.31798 0.82961  -0.238
F22 0.83925 -4.49200 -0.28741  -0.219
F23 2.16357 -6.56310 -1.40531  -0.298
F24 3.48053 -5.20556 -0.35385  -0.252
H27 3.78445 -8.95589 0.70492  0.404
H28 3.27330 -8.55845 -0.90900  0.323
H29 1.08867 -9.90234 -1.51893  0.289
H30 1.70940 -4.96038 1.44962  0.250
C22 -8.06186 -2.92398 5.72340  -0.435
C23 -7.40608 -4.30357 5.53543  0.702
C24 -7.25506 -5.20010 6.76617  0.106
F25 -6.47274 -4.63433 7.70588  -0.216
F26 -6.67323 -6.36374 6.38754  -0.279
F27 -6.21220 -4.15736 4.92725  -0.274
F28 -8.21192 -4.99108 4.67791  -0.332
O7 -7.19955 -1.80311 5.84676  -0.403
C25 -6.65802 -1.44087 7.04490  0.877
C26 -5.13454 -1.55035 7.02398  0.492
F29 -4.74739 -2.80653 6.73578  -0.220
F30 -4.65180 -1.23092 8.24786  -0.297
F31 -7.20015 -2.12610 8.06584  -0.321
F32 -6.95507 -0.13530 7.23793  -0.323
H31 -8.59457 -2.73173 4.80504  0.364
H32 -8.81481 -2.93555 6.50250  0.282
H33 -8.23378 -5.42554 7.19924  0.294
H34 -4.71662 -0.87413 6.28333  0.073
C27 -11.48150 0.53629 7.60748  -0.941
C28 -11.05511 -0.65063 6.72552  0.857
C29 -10.76035 -0.34511 5.25101  0.147
F33 -11.85306 0.13338 4.63035  -0.233
F34 -10.38608 -1.48069 4.59883  -0.258
F35 -11.96443 -1.64106 6.82587  -0.298
F36 -9.89523 -1.11616 7.27613  -0.202
O8 -12.86443 0.71631 7.84211  -0.403
C30 -13.65010 1.41253 6.96804  0.802
C31 -14.71409 0.51006 6.34462  0.188
F37 -14.14200 -0.52230 5.69869  -0.211
F38 -15.42744 1.23044 5.45262  -0.259
F39 -12.92147 2.04685 6.03629  -0.285
F40 -14.30028 2.35374 7.67942  -0.304
H35 -11.08115 0.30960 8.59217  0.453
H36 -11.00416 1.46255 7.29341  0.350
H37 -9.94629 0.37929 5.16128  0.329
H38 -15.37926 0.12336 7.11860  0.249
C32 3.67406 7.89071 -7.69008  -0.695
C33 3.75994 9.29077 -7.05699  0.914
C34 2.50030 10.15767 -7.07886  0.079
F41 2.10349 10.42900 -8.33812  -0.233
F42 2.77307 11.33688 -6.46597  -0.269
F43 4.79635 9.96562 -7.59510  -0.286
F44 4.04265 9.09059 -5.74269  -0.289
O9 4.15814 7.74163 -9.01166  -0.423
C35 3.36860 8.00962 -10.08948  0.788
C36 3.92259 9.18110 -10.89858  0.197
F45 4.01666 10.28580 -10.13564  -0.218
F46 3.07988 9.44270 -11.92365  -0.261
F47 2.08658 8.20767 -9.73822  -0.289
F48 3.40328 6.92848 -10.89233  -0.303
H39 4.34376 7.27294 -7.09699  0.327
H40 2.68257 7.45653 -7.57595  0.385
H41 1.68585 9.66540 -6.54054  0.313
H42 4.90972 8.93249 -11.29139  0.247

Computed, not measured: a structure of composition C29H36CaN8, with ωB97M-V/def2-TZVPD.

Calculated values
HOMO-LUMO gap (spin up / spin down) in eV: 2.014 / 4.386
Electronic energy in a.u.: -2241.4699
Energy relative to the best compared isomer or geometry (same formula, charge and spin) in eV: 16.178
Net charge: -2

Last column: Mulliken charge in e.
Geometry (Å):
Ca1 -0.35109 0.01735 0.01308  1.963
N1 -1.23614 -2.03189 2.14217  0.317
N2 -0.30826 -2.10907 -1.25647  0.614
C1 1.22448 1.72803 -0.47606  1.391
C2 2.08629 0.58842 -0.15994  0.850
C3 1.88471 0.21207 1.18383  1.361
C4 2.47218 -0.95057 1.93107  -1.617
H1 3.00091 -1.62134 1.26862  0.430
H2 1.75855 -1.56076 2.50812  -0.167
H3 3.16380 -0.51386 2.65244  0.380
C5 0.82160 1.12752 1.77199  0.286
C6 0.21357 0.99278 3.10934  -1.412
H4 0.74927 1.58492 3.79935  0.491
H5 0.29208 -0.02580 3.49948  0.576
H6 -0.83773 1.28562 3.12252  -0.037
C7 0.41867 2.03017 0.70740  -0.659
C8 -0.62624 3.08278 0.82251  -1.762
H7 -1.43556 2.81432 1.50831  0.284
H8 -1.06459 3.34746 -0.14234  0.320
H9 -0.11599 3.96351 1.22162  0.385
C9 3.05106 -0.06168 -1.09586  -2.234
H10 4.03681 -0.07550 -0.61591  0.495
H11 3.13637 0.51894 -2.01580  0.554
H12 2.80092 -1.09879 -1.37052  0.121
C10 1.16904 2.46550 -1.76551  -1.518
H13 0.14966 2.66531 -2.13264  0.084
H14 1.70360 1.94536 -2.56484  -0.001
H15 1.66153 3.43530 -1.60636  0.537
C11 -2.17300 -2.44549 3.07931  0.470
H16 -2.38079 -1.79217 3.89907  0.363
C12 -2.78498 -3.66169 2.90689  -1.013
H17 -3.50471 -3.97667 3.65428  0.393
C13 -2.46252 -4.43136 1.79296  -0.557
H18 -2.94861 -5.40083 1.64287  0.332
C14 -1.54961 -3.98118 0.87387  -0.649
H19 -1.28267 -4.53906 -0.00982  0.286
C15 -0.95368 -2.76637 1.04092  1.227
C16 0.00614 -2.34494 0.12184  -2.456
H20 1.07295 -2.43107 0.30915  0.375
C17 -0.28750 -0.89988 -1.87786  -1.206
C18 -0.56017 -3.04203 -2.35503  -0.488
H21 -0.63793 -4.10405 -2.18062  0.517
C19 -0.66332 -2.32416 -3.45683  -1.095
H22 -0.84665 -2.53625 -4.46975  0.348
N3 -0.49260 -0.96391 -3.15717  1.415
C20 -0.43076 0.19738 -3.98072  -3.457
C21 0.78427 0.48708 -4.60183  3.306
C22 0.83086 1.61540 -5.45274  -3.918
H23 1.77382 1.86644 -5.94599  -0.909
C23 -0.29616 2.41628 -5.66588  6.923
C24 -0.23921 3.60870 -6.59522  -1.363
H24 -0.27805 4.55707 -6.03945  0.328
H25 -1.08754 3.60754 -7.28950  0.389
H26 0.67989 3.60527 -7.19208  0.668
C25 -1.48767 2.08770 -5.00799  -5.102
H27 -2.37826 2.70383 -5.15639  -0.951
C26 -1.57416 0.97321 -4.14872  3.985
C27 -2.85800 0.66178 -3.43193  -1.265
H28 -3.29274 -0.30026 -3.74347  0.299
H29 -3.61155 1.44515 -3.61464  0.335
H30 -2.70350 0.60036 -2.34289  0.169
C28 2.02078 -0.34120 -4.38679  -1.560
H31 2.17132 -1.08226 -5.18704  0.467
H32 1.98075 -0.89891 -3.44319  -0.028
H33 2.92503 0.29336 -4.36779  0.320
N4 -2.55473 0.44245 4.81314  -1.040
N5 -1.63757 -0.24475 4.04794  0.711
N6 -0.56167 -1.29926 4.61399  -0.866
C29 0.17025 -1.85793 3.84026  0.087
N7 -0.08768 -0.98984 2.04513  0.071
N8 -1.68438 -0.12990 2.48436  -0.466
H34 -2.64947 0.23454 5.79442  0.134
H35 -3.12314 1.18580 4.41222  0.144
H36 0.89581 -2.76087 3.92195  0.291

Question: The lowest net charge belongs to which entry?
Answer: C29H36CaN8

Question: What is the formula in the third record?
Answer: C29H36CaN8

Question: net charge of number 1 (C36H44ClGeMoN4PS3)?
Answer: +2

Question: What is the electronic energy in the second record?
Answer: -10639.4887 a.u.